# 1
Formula: C42H59NP3S4SbSiTa
Source: the OMol25 dataset
Level of theory: ωB97M-V with the def2-TZVPD basis set

```
112
C42H59NP3S4SbSiTa, DFT ωB97M-V with the def2-TZVPD basis set
Ta 1.60 -0.84 0.01
C 2.10 4.62 1.91
C 2.05 3.05 1.85
C 3.23 2.51 2.77
P 1.83 2.18 0.21
C 3.15 3.01 -0.83
C 2.72 3.18 -2.28
C 4.50 2.25 -0.69
C 0.24 2.91 -0.38
C 0.15 4.23 -0.74
C -1.09 4.86 -0.74
C -2.25 4.15 -0.61
C -2.17 2.79 -0.35
C -0.97 2.15 -0.18
Si -0.78 0.37 0.50
C -2.59 -0.52 0.28
C -3.29 -0.75 1.49
C -4.50 -1.34 1.50
C -5.14 -1.70 0.31
C -4.47 -1.58 -0.89
C -3.15 -0.99 -0.93
P -2.20 -1.00 -2.49
C -1.67 -2.81 -2.71
C -2.46 -3.96 -2.00
C -1.32 -3.12 -4.13
C -3.60 -0.73 -3.71
C -4.64 0.37 -3.29
C -2.97 -0.28 -5.05
C -0.78 0.73 2.41
C -1.54 1.71 2.97
C -1.29 2.17 4.28
C -0.40 1.52 5.06
C 0.43 0.49 4.58
C 0.17 0.05 3.23
P 0.88 -1.46 2.49
C 2.19 -2.20 3.66
C 3.30 -1.22 3.79
C 1.84 -2.65 5.09
C -0.37 -2.90 2.61
C 0.30 -4.27 2.39
C -1.18 -2.78 3.94
H 2.38 4.96 2.91
H 1.11 4.99 1.69
H 2.78 5.01 1.16
H 1.08 2.73 2.31
H 2.92 1.98 3.70
H 3.88 3.37 3.09
H 3.92 1.84 2.19
H 3.28 3.98 -0.41
H 3.13 2.28 -2.78
H 3.21 4.09 -2.70
H 1.64 3.19 -2.43
H 4.51 1.33 -1.28
H 4.73 1.89 0.30
H 5.31 2.86 -1.07
H 1.06 4.81 -0.99
H -1.06 5.95 -0.96
H -3.18 4.68 -0.60
H -3.11 2.26 -0.14
H -2.84 -0.51 2.48
H -4.99 -1.49 2.46
H -6.12 -2.07 0.31
H -4.86 -2.04 -1.82
H -0.76 -2.92 -2.13
H -3.43 -4.15 -2.44
H -2.58 -3.76 -0.95
H -1.92 -4.94 -2.01
H -2.20 -3.33 -4.73
H -0.62 -3.99 -4.29
H -0.85 -2.23 -4.55
H -4.15 -1.73 -3.82
H -4.25 1.39 -3.60
H -4.74 0.38 -2.21
H -5.60 0.18 -3.74
H -3.74 -0.27 -5.84
H -2.10 -0.91 -5.37
H -2.58 0.76 -4.89
H -2.38 2.26 2.46
H -1.85 2.98 4.67
H -0.29 1.76 6.12
H 1.25 0.07 5.06
H 2.56 -2.99 3.01
H 3.05 -0.47 4.55
H 3.62 -0.75 2.88
H 4.20 -1.69 4.21
H 2.78 -2.92 5.60
H 1.15 -3.55 5.13
H 1.36 -1.85 5.61
H -1.08 -2.83 1.76
H 1.37 -4.26 2.71
H 0.32 -4.57 1.31
H -0.24 -5.09 2.88
H -0.80 -2.03 4.66
H -1.26 -3.72 4.47
H -2.17 -2.34 3.65
S 4.77 -3.64 -2.18
Sb 3.85 -3.29 -0.12
S 4.03 -0.94 0.33
S 1.48 -3.13 -0.53
S 4.40 -4.42 1.83
N 1.46 -0.29 -1.71
C 1.34 0.03 -2.99
C 0.46 1.07 -3.40
C 0.50 1.49 -4.73
C 1.14 0.77 -5.74
C 1.87 -0.35 -5.38
C 2.01 -0.70 -4.03
H -0.20 1.51 -2.66
H 0.10 2.50 -5.03
H 1.06 1.13 -6.77
H 2.48 -0.90 -6.16
H 2.52 -1.63 -3.66
```

Lowest unoccupied orbital energy = 1.696 eV
Gap between HOMO and LUMO = 6.454 eV
Relative energy (zero: lowest compared OMol25 entry of this formula, charge and spin) = 0.00 kJ/mol
Total energy = -133180.2465 eV
Net charge = -1
HOMO energy = -4.8 eV


# 2
Formula: C42H60AlN6O
Source: the OMol25 dataset
Level of theory: ωB97M-V with the def2-TZVPD basis set

```
110
C42H60AlN6O, DFT ωB97M-V with the def2-TZVPD basis set
Al 0.59 -2.16 0.14
N -4.66 -2.30 -5.82
C -1.75 -0.93 -3.59
C -1.35 -1.06 -2.16
N 0.12 -1.01 -1.92
H -3.69 -2.44 -6.13
H -4.80 -1.26 -5.75
H -4.77 -2.58 -4.84
H -1.79 -1.93 -4.12
H -2.77 -0.47 -3.58
H -1.74 -2.03 -1.86
H -1.81 -0.31 -1.50
H 0.37 -0.06 -2.05
H 0.62 -1.61 -2.57
C -2.01 -0.23 3.19
C -0.76 -0.43 2.24
C -0.67 0.80 1.28
C -0.76 -1.74 1.45
C 0.52 -0.46 3.12
C 1.38 0.62 3.36
C 2.56 0.46 4.07
C 2.90 -0.77 4.62
C 2.04 -1.84 4.44
C 0.89 -1.67 3.69
H -2.96 -0.42 2.64
H -1.99 0.81 3.50
H -1.96 -0.91 4.07
H -1.56 0.95 0.67
H 0.18 0.75 0.59
H -0.63 1.71 1.89
H -1.64 -2.39 1.60
H 1.19 1.62 3.00
H 3.18 1.34 4.22
H 3.86 -0.98 5.09
H 2.31 -2.82 4.81
H 0.21 -2.52 3.53
N -4.89 -2.49 -2.65
C -5.22 -2.17 -1.42
C -5.64 -0.84 -1.05
C -6.07 -0.47 0.22
C -6.04 -1.49 1.21
C -5.46 -2.69 0.84
N -5.04 -3.05 -0.34
H -4.95 -1.65 -3.21
H -1.05 -0.19 -4.15
H -5.66 -0.13 -1.84
H -6.35 0.56 0.43
H -6.20 -1.34 2.31
H -5.29 -3.47 1.58
C 2.54 -4.58 -1.52
C 1.13 -4.29 -2.03
C 0.76 -5.48 -2.94
C 0.18 -3.95 -0.85
H 3.33 -4.62 -2.28
H 2.47 -5.61 -1.02
H 2.86 -3.92 -0.73
H 1.20 -3.40 -2.70
H 0.69 -6.39 -2.36
H 1.51 -5.57 -3.75
H -0.21 -5.26 -3.41
H 0.36 -4.70 -0.07
H -0.92 -3.98 -1.11
C -2.30 4.92 2.41
N -2.18 4.21 1.11
N -1.78 5.03 0.08
C -2.54 4.72 -1.11
O -2.30 5.15 -2.21
C -3.51 3.74 -0.63
C -3.25 3.48 0.69
C -3.83 2.50 1.60
C -0.39 5.36 -0.08
C 0.00 6.28 -1.02
C 1.36 6.57 -1.11
C 2.28 5.91 -0.32
C 1.89 4.95 0.60
C 0.56 4.65 0.71
H -1.32 5.37 2.64
H -2.50 4.22 3.20
H -3.05 5.73 2.45
H -4.19 3.18 -1.30
H -4.23 1.63 1.03
H -4.69 2.93 2.19
H -3.04 2.12 2.23
H -0.68 6.78 -1.69
H 1.64 7.30 -1.87
H 3.35 6.09 -0.52
H 2.52 4.35 1.21
H 0.27 3.90 1.43
C 3.41 -0.54 -1.71
C 3.47 -0.34 -0.21
C 3.13 1.12 0.10
C 2.38 -1.28 0.50
C 4.94 -0.63 0.21
C 5.25 -2.00 0.48
C 6.55 -2.43 0.73
C 7.56 -1.45 0.72
C 7.29 -0.13 0.38
C 5.95 0.29 0.15
H 2.41 -0.18 -2.04
H 3.45 -1.58 -2.00
H 4.16 0.03 -2.24
H 2.06 1.28 0.10
H 3.54 1.78 -0.65
H 3.52 1.50 1.06
H 2.29 -1.08 1.54
H 4.41 -2.67 0.52
H 6.75 -3.46 0.89
H 8.52 -1.73 1.11
H 8.11 0.58 0.36
H 5.82 1.30 -0.24
```

Lowest unoccupied orbital energy (spin up / spin down) = 2.017 / 2.037 eV
Gap between HOMO and LUMO (spin up / spin down) = 5.327 / 5.347 eV
Total energy = -62109.8775 eV
Net charge = -1
HOMO energy (spin up / spin down) = -3.3 / -3.3 eV


# 3
Formula: C42H60As3Br2N8P2Se2V
Source: the OMol25 dataset
Level of theory: ωB97M-V with the def2-TZVPD basis set

```
120
C42H60As3Br2N8P2Se2V, DFT ωB97M-V with the def2-TZVPD basis set
V 0.34 -0.15 0.16
C -1.13 4.58 2.69
N -0.84 3.15 2.72
C -1.19 2.37 3.91
C -0.41 2.49 1.63
N -0.41 1.20 1.52
N 0.06 3.30 0.61
C 0.79 2.87 -0.50
N 1.28 3.89 -1.26
N 0.91 1.63 -0.77
H -1.73 4.83 3.56
H -1.71 4.85 1.81
H -0.22 5.19 2.73
H -1.25 3.05 4.76
H -0.41 1.64 4.13
H -2.15 1.85 3.81
H -0.71 0.74 2.37
H 0.07 4.28 0.79
H 1.38 4.80 -0.85
H 2.03 3.64 -1.89
H 1.48 1.46 -1.59
Se -3.46 -4.78 4.16
P -1.41 -4.38 3.99
C -0.79 -3.69 5.54
C -0.41 -2.36 5.66
C -0.10 -1.84 6.91
C -0.17 -2.64 8.04
C -0.57 -3.97 7.93
C -0.90 -4.49 6.69
C -0.47 -5.85 3.54
C -0.82 -6.44 2.32
C -0.18 -7.59 1.89
C 0.81 -8.17 2.68
C 1.14 -7.60 3.90
C 0.50 -6.45 4.33
C -0.98 -3.17 2.63
C 0.10 -2.38 2.22
N -0.33 -1.60 1.06
N -1.69 -2.16 0.79
N -2.05 -3.08 1.85
P 1.85 -2.21 2.41
Se 2.37 -0.22 1.72
C 2.70 -3.43 1.38
C 2.30 -4.77 1.40
C 2.96 -5.70 0.62
C 4.01 -5.31 -0.20
C 4.40 -3.98 -0.25
C 3.74 -3.04 0.54
C 2.44 -2.47 4.09
C 2.59 -3.75 4.61
C 3.05 -3.93 5.90
C 3.39 -2.83 6.68
C 3.26 -1.55 6.16
C 2.78 -1.37 4.87
H -0.35 -1.74 4.78
H 0.19 -0.80 7.00
H 0.08 -2.23 9.01
H -0.65 -4.59 8.82
H -1.27 -5.50 6.61
H -1.61 -5.99 1.72
H -0.45 -8.04 0.94
H 1.31 -9.07 2.35
H 1.90 -8.07 4.53
H 0.77 -6.01 5.29
H 1.45 -5.08 2.00
H 2.65 -6.74 0.65
H 4.53 -6.05 -0.81
H 5.20 -3.67 -0.90
H 4.04 -2.00 0.50
H 2.37 -4.62 4.00
H 3.16 -4.93 6.30
H 3.77 -2.97 7.68
H 3.54 -0.69 6.75
H 2.69 -0.37 4.46
Br 1.33 -1.33 -1.75
C 3.79 0.62 -2.35
Br 4.16 2.29 -1.58
H 3.46 0.65 -3.38
H 4.40 -0.20 -1.99
C -1.91 2.29 -2.48
As -2.00 0.37 -2.15
C -1.85 -0.17 -4.02
C -3.97 0.39 -1.92
C -4.72 -0.92 -1.57
C -6.21 -0.64 -1.76
C -4.50 -1.33 -0.08
As -2.96 -0.58 0.86
C -3.59 -0.94 2.66
C -1.69 -2.94 -0.47
C -4.27 -2.03 -2.55
As -4.88 -3.92 -2.51
C -6.43 -3.71 -3.69
C -5.90 -4.17 -0.85
H -2.68 2.58 -3.20
H -0.93 2.55 -2.88
H -2.07 2.85 -1.55
H -2.75 0.14 -4.56
H -1.71 -1.24 -4.11
H -0.98 0.33 -4.44
H -4.37 0.79 -2.86
H -4.17 1.13 -1.15
H -6.53 0.22 -1.16
H -6.82 -1.50 -1.46
H -6.43 -0.42 -2.81
H -4.49 -2.41 0.06
H -5.33 -0.96 0.53
H -4.00 -1.94 2.75
H -4.36 -0.19 2.85
H -2.79 -0.82 3.39
H -2.63 -3.46 -0.55
H -0.87 -3.65 -0.40
H -1.51 -2.28 -1.31
H -3.18 -2.10 -2.54
H -4.52 -1.71 -3.56
H -6.11 -3.30 -4.64
H -7.19 -3.05 -3.25
H -6.88 -4.69 -3.86
H -5.25 -4.41 -0.02
H -6.53 -5.04 -1.04
H -6.54 -3.33 -0.59
```

<S²> = 0.76
Lowest unoccupied orbital energy (spin up / spin down) = -2.168 / -2.225 eV
Gap between HOMO and LUMO (spin up / spin down) = 6.577 / 6.524 eV
Relative energy (zero: lowest compared OMol25 entry of this formula, charge and spin) = 246.31 kJ/mol
Total energy = -554000.9148 eV
Net charge = +1
2S+1 = 2
HOMO energy (spin up / spin down) = -8.7 / -8.7 eV


# 4
Formula: C42H61BClF4MoN3O4S2Si2Te
Source: the OMol25 dataset
Level of theory: ωB97M-V with the def2-TZVPD basis set

```
122
C42H61BClF4MoN3O4S2Si2Te, DFT ωB97M-V with the def2-TZVPD basis set
Mo 0.44 0.52 0.08
O -0.48 -0.04 1.82
C -0.41 -0.94 2.78
C -0.97 -0.65 4.03
C -1.00 -1.60 5.03
C -0.47 -2.87 4.81
C 0.11 -3.16 3.58
C 0.15 -2.21 2.56
C 0.83 -2.47 1.31
N 1.21 -1.57 0.41
C 1.93 -2.24 -0.56
C 1.94 -3.56 -0.26
N 1.27 -3.70 0.94
H -1.38 0.34 4.18
H -1.45 -1.36 5.98
H -0.50 -3.62 5.58
H 0.55 -4.14 3.42
H 2.31 -1.75 -1.43
H 2.29 -4.41 -0.82
H 0.80 -4.55 1.21
C 0.72 5.16 0.98
C 0.39 3.84 0.32
S -0.05 2.50 1.35
C 0.36 3.65 -1.00
C 0.65 4.69 -2.04
S -0.13 2.08 -1.61
H 0.63 5.08 2.06
H 0.06 5.96 0.64
H 1.75 5.47 0.75
H 0.84 5.67 -1.59
H -0.20 4.79 -2.73
H 1.52 4.41 -2.65
C 6.27 2.66 -2.67
C 4.95 1.94 -2.56
C 4.31 1.45 -3.69
C 3.09 0.79 -3.56
C 2.36 0.27 -4.76
C 2.54 0.62 -2.30
C 3.13 1.13 -1.12
C 4.37 1.78 -1.30
N 2.47 0.98 0.10
C 3.26 1.12 1.36
C 2.52 0.48 2.55
C 4.58 0.33 1.28
C 3.45 2.60 1.75
H 6.61 2.69 -3.71
H 7.05 2.18 -2.07
H 6.19 3.70 -2.32
H 4.76 1.59 -4.67
H 2.74 0.73 -5.68
H 1.29 0.50 -4.69
H 2.45 -0.81 -4.84
H 1.58 0.14 -2.27
H 4.91 2.20 -0.47
H 2.37 -0.58 2.38
H 1.57 0.96 2.76
H 3.15 0.58 3.43
H 4.34 -0.72 1.08
H 5.09 0.38 2.24
H 5.27 0.65 0.51
H 2.47 3.02 1.98
H 3.90 3.21 0.98
H 4.06 2.67 2.66
C -6.32 1.99 1.28
Si -5.11 0.56 1.45
C -4.66 0.33 3.26
C -5.98 -0.98 0.81
C -3.53 0.97 0.52
Te -2.35 -0.68 -0.16
C -3.55 -1.06 -1.88
Si -3.82 0.08 -3.34
C -4.98 1.50 -2.85
C -4.79 -0.94 -4.60
C -2.27 0.80 -4.10
H -7.22 1.82 1.87
H -6.62 2.13 0.24
H -5.86 2.93 1.62
H -5.46 -0.15 3.82
H -4.43 1.29 3.72
H -3.77 -0.30 3.35
H -6.72 -1.31 1.56
H -5.30 -1.82 0.64
H -6.51 -0.79 -0.12
H -2.85 1.51 1.19
H -3.69 1.61 -0.34
H -4.53 -1.25 -1.44
H -3.20 -2.03 -2.24
H -5.78 1.14 -2.19
H -5.45 1.92 -3.74
H -4.46 2.31 -2.34
H -5.85 -0.98 -4.32
H -4.43 -1.97 -4.67
H -4.73 -0.50 -5.60
H -2.05 1.78 -3.68
H -2.38 0.90 -5.18
H -1.41 0.16 -3.89
C -2.08 -2.14 -6.73
C -0.59 -2.31 -6.85
C 0.09 -1.71 -7.92
C 1.45 -1.90 -8.06
Cl 2.28 -1.14 -9.41
C 2.17 -2.67 -7.17
C 1.51 -3.25 -6.11
C 0.14 -3.07 -5.94
O -0.47 -3.71 -4.90
C -0.91 -2.89 -3.81
C 0.21 -2.07 -3.14
O 1.38 -2.33 -3.44
O -0.24 -1.21 -2.32
H -2.53 -1.97 -7.70
H -2.33 -1.29 -6.09
H -2.53 -3.02 -6.28
H -0.45 -1.12 -8.64
H 3.24 -2.80 -7.30
H 2.03 -3.82 -5.35
H -1.31 -3.58 -3.07
H -1.71 -2.22 -4.14
F -1.21 -3.97 -0.19
B -1.58 -5.18 0.41
F -2.39 -4.96 1.53
F -2.22 -6.01 -0.52
F -0.37 -5.85 0.86
```

<S²> = 2.03
Lowest unoccupied orbital energy (spin up / spin down) = 3.849 / 3.850 eV
Gap between HOMO and LUMO (spin up / spin down) = 5.958 / 6.277 eV
Relative energy (zero: lowest compared OMol25 entry of this formula, charge and spin) = 84.12 kJ/mol
Total energy = -127862.0526 eV
Net charge = -2
2S+1 = 3
HOMO energy (spin up / spin down) = -2.1 / -2.4 eV


Which formula does entry 3 have?
C42H60As3Br2N8P2Se2V


Among the records above, which one has the lowest net charge?
C42H61BClF4MoN3O4S2Si2Te


What is the total energy in the fourth record?
-127862.0526 eV